Formula: C3H9NO2P
Source: OMol25
Level of theory: the ωB97M-V functional and the def2-TZVPD basis

Last column: Mulliken charge in e.
Geometry (Å):
C 0.697 -0.869 0.859  -0.796
C -0.060 1.420 0.338  -0.693
C -0.882 -0.496 -1.138  -0.481
N 0.162 0.108 -0.314  -0.036
O -4.309 -0.302 0.718  -0.339
O -2.122 -0.667 -0.402  -0.199
P -3.572 0.126 -0.398  0.396
H 0.907 -1.881 0.521  0.336
H 1.557 -0.443 1.385  0.358
H -0.128 -1.152 1.607  0.355
H 0.779 1.997 0.849  0.318
H -0.513 1.899 -0.587  0.315
H -0.761 1.373 1.182  0.340
H -1.202 0.256 -1.933  0.387
H -0.531 -1.396 -1.533  0.385
H 0.913 0.125 -1.041  0.355

Computed properties:
SMILES string = C[NH+](C)COP=O
Relative energy (zero: lowest compared OMol25 entry of this formula, charge and spin) = 0.939 eV
Total energy = -666.0087 a.u.
Net charge = +1



Formula: C19H16ClN3O5
Source: OMol25
Level of theory: the ωB97M-V functional and the def2-TZVPD basis

Last column: Mulliken charge in e.
Geometry (Å):
O -1.030 2.134 1.043  -0.668
C -1.718 1.213 0.540  0.960
N -1.662 0.998 -0.781  -0.183
C -0.873 1.450 -1.859  -0.462
C 0.253 1.950 -1.650  1.043
C 1.138 2.515 -2.596  -0.769
C 0.774 2.381 -3.927  -0.031
C -0.148 1.577 -4.300  -1.185
C -1.051 1.230 -3.325  0.578
Cl -2.610 0.399 -3.672  -0.201
H -0.297 1.576 -5.251  0.619
H 1.822 2.565 -4.750  0.247
N 2.418 2.833 -2.244  0.655
O 2.957 2.790 -0.976  -0.540
O 3.207 3.530 -3.049  -0.529
H 0.462 2.491 -0.531  0.444
H -2.596 0.330 -1.251  0.268
C -2.783 0.476 1.178  -0.981
H -2.652 0.721 2.301  0.379
H -3.694 0.534 0.740  0.418
O -2.151 -0.955 1.205  -0.194
C -2.315 -1.511 0.240  0.488
O -2.822 -1.331 -0.727  -0.577
C -1.673 -2.852 0.539  -0.394
H -1.317 -3.310 1.506  0.454
H -2.163 -3.882 0.086  0.241
C -0.367 -3.047 -0.133  -1.176
C 0.730 -1.765 0.461  0.063
C 1.043 -0.695 -0.399  -1.120
N 1.702 0.131 0.458  0.287
C 1.759 -0.253 1.729  -0.647
C 2.147 0.275 2.774  -0.125
C 1.855 -0.230 4.116  -0.804
C 1.015 -1.501 4.065  -0.570
C 0.587 -2.065 2.946  -0.731
C 1.052 -1.372 1.863  2.121
H 0.196 -3.132 3.003  0.221
H 0.817 -1.689 5.220  0.159
H 2.207 0.246 4.993  0.486
H 2.732 1.469 2.791  0.042
H 2.136 0.964 0.202  0.120
H 1.064 -0.427 -1.432  0.690
H -0.323 -2.859 -1.260  0.332
H 0.173 -3.902 0.112  0.571

Computed properties:
Relative energy (zero: lowest compared OMol25 entry of this formula, charge and spin) = 16.590 eV
Total energy = -1733.7106 a.u.



Q: Among the records above, which one has the lowest relative energy (zero: lowest compared OMol25 entry of this formula, charge and spin)?
A: C3H9NO2P